[1]
74
Properties=species:S:1:pos:R:3:forces:R:3:mulliken_charge:R:1 method="wB97M-V/def2-TZVPD" smiles=CCO[C@H](Cl)[C@@H](C[C@@H](C)Br)OCCCCS.FC(F)C(F)(F)COC(F)(F)C(F)F.FC(F)C(F)(F)COC(F)(F)C(F)F homo_lumo_gap_ha=0.3519 e_tot_ev=-167331.9005 spin_multiplicity=1
C 0.42826 -4.25701 3.13974 0.02 1.45 -0.50 -0.924
C 1.43328 -3.03711 3.08953 -1.26 -2.08 0.56 -0.444
O 1.37302 -2.51013 1.76266 0.92 1.21 1.07 -0.035
C 2.46091 -1.62227 1.48060 -0.68 -0.54 -1.74 -0.338
Cl 3.13413 -0.78313 2.93095 0.02 -0.16 -0.55 -0.162
C 1.95250 -0.63275 0.35952 -1.01 -0.16 0.66 -0.010
C 1.08419 0.56590 0.89275 -1.31 0.05 -0.50 -0.603
C -0.38754 0.42558 0.33575 0.77 -0.98 0.46 -0.423
C -1.22010 -0.70928 1.01163 -0.49 0.48 -0.90 -0.449
Br -1.34636 2.16254 0.54039 0.45 -0.61 -0.07 -0.181
O 2.97218 -0.25574 -0.53581 -0.07 0.00 0.90 -0.506
C 3.87445 0.69881 0.00101 1.69 0.86 -0.47 -0.212
C 5.37978 0.23481 -0.07650 -0.51 0.87 -0.76 -0.606
C 6.31899 1.47157 -0.34113 0.59 -0.65 0.69 -0.677
C 7.07599 1.99363 0.93792 -0.56 1.00 -1.44 -0.629
S 6.07289 1.99331 2.47822 0.09 -0.15 0.23 -0.199
H 0.89711 -5.20310 2.83110 -0.30 0.37 0.27 0.230
H -0.38291 -3.98986 2.42515 0.44 -0.42 0.39 0.154
H -0.04213 -4.28183 4.13878 0.42 -0.39 -0.39 0.363
H 1.06362 -2.32324 3.85624 0.58 -0.07 -0.65 0.297
H 2.44560 -3.41630 3.34479 -0.47 0.53 -0.14 0.414
H 3.22579 -2.25388 0.97500 0.15 0.66 0.81 0.455
H 1.24943 -1.25461 -0.23976 0.66 0.10 0.32 0.225
H 0.98621 0.59964 1.99281 0.38 0.01 -0.48 0.425
H 1.43088 1.54791 0.51795 0.26 -0.66 0.32 0.480
H -0.31215 0.16755 -0.73965 -0.29 0.79 0.45 0.545
H -2.28025 -0.37850 1.01960 0.62 -0.36 0.26 0.577
H -1.19940 -1.58209 0.32966 0.19 0.27 0.70 -0.256
H -0.88032 -0.99314 2.02039 -0.11 0.25 -0.46 0.069
H 3.81022 1.61661 -0.63044 -0.17 -0.53 0.39 0.289
H 3.69174 0.99797 1.04832 -0.38 -0.35 -0.55 0.108
H 5.49486 -0.42316 -0.96338 -0.23 0.08 0.73 0.353
H 5.66397 -0.26857 0.86551 -0.05 0.02 -0.59 0.202
H 7.09648 1.13918 -1.06515 -0.42 0.38 0.40 0.330
H 5.79236 2.32609 -0.80718 0.03 -0.55 0.25 0.324
H 8.03442 1.45025 1.05729 -0.83 0.04 0.57 0.352
H 7.36110 3.04758 0.72227 -0.06 -0.67 0.25 0.334
H 4.84522 2.48015 2.10245 0.97 -0.13 -0.32 0.140
C -1.33450 -6.98659 -2.25574 -0.10 -0.18 -0.57 -0.771
C -0.20384 -6.98021 -1.20006 0.02 0.56 -0.58 0.913
C -0.62471 -7.03456 0.27122 0.10 -0.31 0.60 0.112
F -1.35280 -5.96960 0.63559 -0.30 0.20 -0.19 -0.209
F 0.46574 -7.02692 1.07300 0.31 -0.22 -0.25 -0.278
F 0.59687 -5.91695 -1.42281 -0.02 0.06 0.18 -0.234
F 0.55603 -8.08597 -1.43492 -0.21 -0.25 0.20 -0.341
O -1.70682 -5.71654 -2.80131 -0.12 0.25 1.04 -0.416
C -2.66541 -4.95227 -2.12856 0.25 -1.17 -0.75 0.717
C -2.07651 -3.63171 -1.63231 0.27 0.56 0.05 0.206
F -1.05615 -3.84530 -0.78147 0.12 -0.17 -0.03 -0.091
F -3.00672 -2.92483 -0.95606 -0.34 -0.09 -0.11 -0.297
F -3.23586 -5.66257 -1.14786 -0.07 0.16 0.40 -0.269
F -3.64349 -4.69086 -3.01528 0.02 0.40 -0.09 -0.302
H -0.93327 -7.53240 -3.11090 0.16 0.16 0.07 0.406
H -2.20147 -7.56554 -1.93696 0.02 0.18 0.28 0.338
H -1.19644 -7.94121 0.48728 0.00 -0.06 -0.16 0.286
H -1.70395 -3.03010 -2.46389 -0.13 -0.12 -0.15 0.294
C -5.29513 6.65346 -0.31876 -0.39 -0.54 0.12 -0.757
C -4.58610 8.01891 -0.13295 0.44 -0.78 0.30 0.924
C -4.36422 8.89129 -1.37368 -0.14 0.64 -0.15 0.093
F -3.56327 8.31810 -2.28225 0.12 -0.54 -0.05 -0.217
F -3.76255 10.05140 -1.01253 -0.12 -0.04 0.28 -0.268
F -3.42149 7.82084 0.51882 0.15 0.06 -0.17 -0.265
F -5.37705 8.74393 0.70738 -0.24 0.14 -0.24 -0.328
O -4.49337 5.46377 -0.36930 0.68 0.65 -0.64 -0.354
C -3.95950 5.00095 -1.57973 -1.23 0.31 0.78 0.805
C -2.42941 4.97332 -1.55763 0.58 -0.12 0.22 0.838
F -1.91522 6.20147 -1.35935 -0.26 0.30 0.02 -0.235
F -1.95252 4.52982 -2.74178 -0.26 -0.14 -0.12 -0.253
F -4.45834 5.69082 -2.61476 0.27 0.30 -0.25 -0.290
F -4.40448 3.73902 -1.72618 0.28 -0.26 0.01 -0.274
H -5.88066 6.51757 0.59176 0.18 0.07 0.04 0.399
H -6.03032 6.67618 -1.12345 0.23 0.13 -0.22 0.318
H -5.31580 9.14055 -1.85129 -0.08 -0.09 0.09 0.273
H -2.06567 4.31940 -0.76224 -0.22 -0.02 -0.08 -0.484

=====

[2]
14
Properties=species:S:1:pos:R:3:forces:R:3:mulliken_charge:R:1 method="wB97M-V/def2-TZVPD" charge=+1 homo_lumo_gap_ha="0.2258 / 0.2268" e_tot_ev=-15886.2213 spin_multiplicity=1
C 0.49711 1.55804 1.18621 -0.35 -1.16 -1.07 0.066
C 1.49424 1.13398 0.20548 1.09 0.04 -0.23 -0.524
C -0.61800 -0.77088 -1.47465 0.03 -0.17 -0.61 -0.951
C -0.85624 -0.04820 -0.21485 -1.44 -3.32 1.55 0.381
N 0.08388 0.73906 0.29122 1.26 1.96 1.41 0.038
O 0.10589 -1.64813 1.33011 -0.01 2.26 -1.23 -0.605
I -2.75468 0.07630 0.63677 0.50 0.19 -0.33 0.329
H 0.18004 2.09746 2.05063 -0.30 0.18 0.41 0.384
H 1.78012 1.80024 -0.60301 -0.16 0.03 0.01 0.297
H 2.23292 0.38947 0.48790 -0.15 -0.10 0.08 0.292
H -1.48900 -0.72563 -2.12922 0.05 0.19 0.02 0.392
H 0.26179 -0.38262 -1.98709 0.00 0.05 -0.04 0.329
H -0.43836 -1.83251 -1.28500 0.00 0.15 0.17 0.292
H -0.47970 -2.38658 1.50551 -0.52 -0.30 -0.14 0.279

=====

[3]
102
Properties=species:S:1:pos:R:3:forces:R:3:mulliken_charge:R:1 method="wB97M-V/def2-TZVPD" charge=-1 homo_lumo_gap_ha=0.2712 e_tot_ev=-221280.1753 spin_multiplicity=1
C 4.03634 -5.59045 3.22802 -0.09 -1.30 -1.07 -0.945
C 3.62969 -5.40662 1.66829 -1.54 3.34 -0.64 0.324
Br 3.95618 -6.93617 0.44112 -0.02 0.75 1.06 -0.287
C 3.02139 -4.20518 1.15942 1.80 -3.81 1.33 -0.148
Br 2.55453 -4.11385 -0.77618 0.29 0.04 1.27 -0.232
In 2.62728 -2.55071 2.64802 0.25 0.47 0.30 0.974
C 2.90265 -0.46114 1.85566 0.36 1.20 -0.26 -0.185
C 4.27847 -0.19575 1.06569 -0.37 1.19 0.52 -0.553
C 5.59571 -0.78237 1.77252 0.39 0.08 -1.56 -0.749
C 5.95635 -2.23153 1.15135 -0.65 0.46 1.59 0.278
N 7.44467 -2.42820 1.09041 -0.63 -0.34 -0.73 -0.711
C 0.49278 -2.84192 3.39191 -0.08 0.50 -0.55 0.127
F 0.28568 -1.82010 4.41713 -0.22 -1.71 -1.16 -0.314
F 0.34544 -4.13621 4.05535 -0.49 2.19 -0.95 -0.335
C -0.63830 -2.62027 2.29076 -3.79 -0.37 -1.51 0.370
C -0.46002 -1.94488 0.91355 -3.14 -1.20 1.05 -0.109
C -1.68442 -1.75707 -0.04858 -1.07 -1.62 3.12 -0.433
C -3.12348 -2.23945 0.33148 3.43 -0.52 2.39 -0.779
C -3.27540 -2.95807 1.69622 2.31 1.20 -0.10 0.258
C -4.70478 -3.52809 2.16081 1.93 -0.68 -1.03 0.764
F -4.79776 -3.61948 3.56899 -0.54 0.40 -3.25 -0.244
F -5.76086 -2.79316 1.56624 1.90 -1.86 1.88 -0.251
F -4.76846 -4.88123 1.66183 -0.66 2.80 1.25 -0.248
C -2.07713 -3.14637 2.65318 0.35 1.65 -3.10 -0.654
H 4.57357 -6.60867 3.29654 -0.87 1.53 -0.05 0.331
H 4.76322 -4.79429 3.59368 -1.27 -0.93 -0.59 0.222
H 3.07946 -5.65319 3.87211 1.64 0.35 -1.00 0.223
H 3.68923 -2.85485 4.09190 -0.36 0.20 -0.53 -0.400
H 2.92142 0.23952 2.78070 -0.10 -1.17 -1.31 0.289
H 2.04983 -0.06732 1.19661 1.17 -0.66 1.00 -0.295
H 4.41638 0.95708 1.03587 -0.18 -1.68 -0.07 0.302
H 4.16659 -0.50256 -0.04292 0.42 0.14 1.78 0.225
H 6.47228 -0.07914 1.48791 -1.29 -1.19 0.52 0.357
H 5.52162 -0.80837 2.91107 -0.11 0.00 -1.52 0.225
H 5.43893 -2.30726 0.13851 1.05 -0.07 1.25 0.309
H 5.49542 -3.00782 1.85914 0.42 0.88 -1.24 -0.291
H 7.80113 -2.82721 1.96876 -0.34 0.10 -0.75 0.243
H 7.66859 -3.05773 0.29868 -0.10 0.40 1.01 0.242
H 0.55982 -1.57425 0.57683 -1.55 -0.58 0.55 0.171
H -1.55418 -1.22899 -1.04848 -0.03 -0.95 1.60 0.357
H -4.02965 -2.08133 -0.35121 1.64 -0.27 1.15 0.300
H -2.22016 -3.67728 3.64737 0.18 0.83 -1.54 0.322
F 0.58285 0.70148 -0.40755 0.02 -0.03 -0.22 -0.378
C -0.23494 1.68343 0.00283 -0.52 0.61 0.29 0.168
C -1.57150 1.65019 -0.35998 0.01 -0.14 -0.03 0.245
C -2.42138 2.66428 0.06754 0.33 0.14 0.14 -0.879
C -1.92153 3.70626 0.84520 -0.05 -0.03 0.00 0.007
C -0.57540 3.73194 1.19993 -0.19 -0.21 -0.15 -0.709
C 0.27235 2.71193 0.78117 0.21 0.01 0.03 -0.587
H -1.93955 0.83798 -0.97077 0.05 0.13 0.14 0.336
H -3.47139 2.64364 -0.20497 0.11 -0.04 -0.01 0.400
H -2.58414 4.50005 1.17511 0.10 -0.05 -0.07 0.415
H -0.18697 4.54652 1.80211 -0.01 -0.10 -0.07 0.414
H 1.32111 2.71065 1.05473 -0.05 -0.06 -0.03 0.502
F 4.12473 -9.14966 -1.79007 0.10 -0.02 -0.05 -0.268
C 3.13667 -10.01390 -2.05936 -0.54 -0.43 -0.12 0.449
C 1.93510 -9.90718 -1.37640 -0.06 0.15 0.17 -0.233
C 0.90737 -10.80090 -1.65923 0.30 -0.12 -0.23 -0.454
C 1.09670 -11.79780 -2.61408 -0.05 -0.02 0.01 -0.453
C 2.30943 -11.89825 -3.28996 -0.13 0.18 0.22 -0.385
C 3.33391 -10.99799 -3.01558 0.16 0.00 -0.07 -0.427
H 1.80942 -9.13007 -0.63109 0.07 0.01 -0.07 0.312
H -0.03966 -10.72162 -1.13626 0.12 0.03 -0.02 0.354
H 0.29551 -12.49747 -2.83089 0.09 0.07 0.02 0.347
H 2.45678 -12.67761 -4.03036 0.01 0.10 0.06 0.342
H 4.28151 -11.05566 -3.53830 -0.03 0.04 0.06 0.395
F -3.00831 7.16541 1.71372 -0.07 -0.12 0.42 -0.293
C -4.28956 7.13894 2.12034 -0.93 -0.04 0.31 0.452
C -5.07043 8.27571 1.98251 0.13 0.13 -0.11 -0.338
C -6.39756 8.24714 2.39837 0.10 -0.33 0.09 -0.436
C -6.92509 7.08538 2.95705 -0.03 0.04 0.00 -0.441
C -6.12969 5.95132 3.09501 0.02 0.29 -0.12 -0.555
C -4.80578 5.97575 2.66932 0.18 -0.13 -0.01 -0.364
H -4.64002 9.17306 1.55303 0.01 -0.07 0.02 0.376
H -7.01991 9.12874 2.28810 0.10 -0.07 0.00 0.355
H -7.95945 7.06530 3.28531 0.12 0.00 -0.04 0.361
H -6.54080 5.04857 3.53407 0.09 0.07 -0.07 0.370
H -4.17471 5.09945 2.76103 -0.01 0.06 0.02 0.482
F -0.02999 6.33833 -0.81089 0.04 -0.06 0.02 -0.201
C -0.49340 7.50901 -1.26937 -0.26 0.66 -0.28 0.055
C 0.14948 8.12757 -2.33069 0.15 -0.10 -0.08 -0.426
C -0.33527 9.34049 -2.80966 -0.23 -0.07 0.28 -0.423
C -1.45060 9.92600 -2.21495 -0.01 0.07 -0.05 -0.530
C -2.08488 9.29777 -1.14641 0.31 -0.10 -0.22 -0.396
C -1.60769 8.07948 -0.67369 -0.07 -0.19 0.17 -0.173
H 1.02081 7.66080 -2.77526 -0.06 -0.02 0.05 0.428
H 0.15541 9.82940 -3.64457 -0.02 -0.07 0.09 0.359
H -1.82550 10.87463 -2.58655 0.04 -0.10 0.04 0.361
H -2.95115 9.75735 -0.68169 0.07 -0.08 -0.03 0.299
H -2.09500 7.57164 0.15258 0.31 0.18 -0.47 0.725
F -2.58917 1.39148 -3.08321 -0.21 -0.04 -0.09 -0.300
C -1.75648 1.60718 -4.11328 0.54 0.13 -0.63 0.476
C -0.72542 0.71241 -4.35353 -0.03 -0.14 0.14 -0.207
C 0.13477 0.93321 -5.42404 -0.21 0.27 -0.03 -0.551
C -0.03952 2.05200 -6.23544 0.03 -0.02 -0.02 -0.456
C -1.07554 2.94638 -5.98136 0.11 -0.28 0.12 -0.406
C -1.94278 2.72030 -4.91763 -0.15 0.10 0.07 -0.471
H -0.60029 -0.14810 -3.70633 -0.02 0.06 -0.01 0.396
H 0.94027 0.23531 -5.62564 -0.09 0.06 0.08 0.377
H 0.63496 2.22587 -7.06793 -0.07 -0.01 0.09 0.356
H -1.20742 3.81950 -6.61172 -0.02 -0.09 0.08 0.363
H -2.76000 3.40121 -4.71026 0.05 -0.05 0.04 0.414